1.
C16H14ClFLiN2O2Se | ωB97M-V/def2-TZVPD

Results
Maximum force   0.00465 Eh/bohr
Kohn-Sham gap   0.2856 hartree
Energy above the lowest of the compared OMol25 structures with the same formula, charge and spin   0.0 kcal/mol
Charge   -1
Electronic energy   -3847.27572 hartree

Geometry (Å):
Li  -1.03101  -0.63342  1.34647
F  -3.61720  -4.77935  -2.63161
C  -3.02897  -3.87218  -1.79485
C  -3.73373  -2.75510  -1.41051
C  -3.10950  -1.84809  -0.54863
C  -1.79909  -1.99743  -0.04998
C  -1.15773  -3.16554  -0.50688
C  -1.74189  -4.10247  -1.35812
H  -4.74497  -2.60565  -1.77130
H  -3.69865  -0.98280  -0.24642
H  -0.13778  -3.37427  -0.18762
H  -1.21682  -4.99403  -1.68235
Cl  4.23680  -0.68187  2.18391
C  2.47243  -0.92238  2.34789
C  1.64438  0.37454  2.36407
O  2.18266  1.45367  2.59748
O  0.41143  0.15535  2.15533
H  2.30728  -1.44958  3.28502
H  2.14649  -1.55315  1.52653
C  -0.07771  3.56872  1.61539
N  -0.21265  2.62189  0.52720
C  -1.27409  1.80612  0.32603
Se  -2.86492  1.74893  1.24636
N  -0.92517  0.94225  -0.66095
C  0.38659  1.15475  -1.04691
C  1.20647  0.50294  -1.95180
C  2.50846  0.96905  -2.06389
C  2.96916  2.03853  -1.29113
C  2.14404  2.68347  -0.38178
C  0.84190  2.22510  -0.28383
H  -1.05285  3.68380  2.07962
H  0.25990  4.52906  1.22198
H  0.64308  3.17217  2.33289
H  -1.48693  0.12756  -0.89248
H  0.85021  -0.34497  -2.52157
H  3.18833  0.47998  -2.74953
H  4.00065  2.35249  -1.38394
H  2.51143  3.47190  0.25992

Forces on atoms 1 to 2 (eV/Å):
0.09 0.03 0.22
-0.01 -0.01 -0.02

2.
C16H14N3OTc | ωB97M-V/def2-TZVPD

Results
⟨S²⟩   3.8175
Maximum force   0.00987 Eh/bohr
Kohn-Sham gap (spin up / spin down)   0.2097 / 0.2278 hartree
2S+1   4
Energy above the lowest of the compared OMol25 structures with the same formula, charge and spin   0.0 kcal/mol
Charge   +3
Electronic energy   -937.33670 hartree

Geometry (Å):
Tc  0.77625  -0.12325  -0.66116
C  -0.78674  2.98916  -3.19629
C  -1.93751  3.39642  -2.53710
C  -2.30237  2.77769  -1.34135
C  -1.51365  1.77505  -0.83613
N  -0.37991  1.37866  -1.48650
C  -0.02588  1.97997  -2.65090
C  -1.76367  1.02565  0.40484
C  -2.82489  1.19776  1.26548
C  -2.90739  0.39116  2.39541
C  -1.93192  -0.56974  2.63907
C  -0.89214  -0.69944  1.74547
N  -0.81466  0.09189  0.64980
C  0.22064  -1.65775  1.83167
C  0.40711  -2.58478  2.82587
C  1.51321  -3.43276  2.76986
C  2.40499  -3.32733  1.71231
C  2.17782  -2.38139  0.73847
N  1.10222  -1.55508  0.79353
H  -0.47435  3.44487  -4.12621
H  -2.55158  4.18936  -2.94582
H  -3.19745  3.08638  -0.81952
H  0.87557  1.63601  -3.13668
H  -3.58157  1.94421  1.06896
H  -3.73351  0.50990  3.08528
H  -1.99215  -1.20180  3.51385
H  -0.29471  -2.65860  3.64490
H  1.67154  -4.16830  3.54884
H  3.27214  -3.96930  1.63542
H  2.84986  -2.27123  -0.10011
C  3.38916  -0.25881  -2.54832
O  2.23835  -0.17650  -1.68448
H  3.19036  -0.97169  -3.34312
H  4.23717  -0.55288  -1.92742
H  3.57968  0.74651  -2.92791

Forces on atoms 1 to 2 (eV/Å):
0.47 0.14 -0.12
0.01 0.01 -0.03

3.
C16H14N4O3S | ωB97M-V/def2-TZVPD

Results
Maximum force   0.35365 Eh/bohr
Kohn-Sham gap   0.2967 hartree
Energy above the lowest of the compared OMol25 structures with the same formula, charge and spin   274.0 kcal/mol
Charge   0
Electronic energy   -1460.63293 hartree

Geometry (Å):
C  0.55075  -2.24991  2.76099
H  1.36539  -1.72978  2.54562
O  -0.07994  -3.07577  1.69867
C  -0.31416  -2.33176  0.44224
C  -0.19826  -0.85921  0.09631
C  -0.34761  -0.37559  -1.02869
C  -0.75575  -1.09881  -2.01978
C  -1.19929  -2.62523  -1.90055
C  -0.82215  -3.20671  -0.69749
H  -0.94173  -4.15788  -0.42458
H  -1.48000  -3.39731  -2.57663
H  -1.22664  -0.89969  -3.07585
N  -0.27779  1.08300  -1.30154
C  0.60582  1.40257  -2.10354
N  0.66606  2.74628  -2.05457
N  0.23439  3.10018  -0.83564
C  -0.45032  2.15706  -0.36839
C  -1.22131  2.01704  0.81433
C  -1.23610  2.84707  1.85824
C  -1.80759  2.87225  2.98675
C  -2.91556  1.89227  2.93102
N  -2.90036  0.91114  2.12391
C  -2.29813  0.93548  1.06414
H  -2.40524  0.25472  0.32983
H  -3.70831  1.63828  3.78861
H  -1.85320  3.63753  3.76293
H  -0.33972  3.85167  1.60394
S  1.27577  0.40690  -3.40494
C  3.20419  0.72123  -2.86370
C  3.16877  -0.15175  -1.60591
O  2.67378  -0.03973  -0.55862
O  3.57380  -1.40453  -2.07789
H  3.61691  -2.02549  -1.15611
H  3.70980  0.44574  -3.73729
H  3.28005  1.78891  -2.66006
H  0.34230  -0.55232  1.09695
H  -0.36454  -1.55430  2.89926
H  0.87593  -2.97356  3.64803

Forces on atoms 1 to 2 (eV/Å):
-5.87 -3.06 1.90
3.60 2.16 -1.78

> Which value of charge does entry 2 give?

+3

> What is the formula in the third record?

C16H14N4O3S

> What is the electronic energy in the third record?

-1460.63293 hartree